No. 1
The molecule C20H35FN3O2PS2, computed with ωB97M-V/def2-TZVPD.

- Maximum force: 0.69 eV/A
- SMILES: CCCCN(CCCC[C@](C#N)(P(C)O)[C@@](O)(C#N)[C@@H](F)CC)C(=S)SCCC
- LUMO level: -0.069 eV
- Frontier orbital gap: 0.3153 Ha

Last column: Mulliken charge in e.
Positions of all 64 atoms, in Å:
1 C -4.27820 -0.10368 -2.00621  -1.214
2 C -4.38382 0.49077 -0.59156  -0.189
3 C -3.95340 1.96264 -0.55802  -0.743
4 C -2.45977 2.18308 -0.72155  -0.967
5 N -1.59771 1.66877 0.35546  0.665
6 C -0.18070 1.97035 0.06405  -1.433
7 C 0.49892 0.78515 -0.65552  -0.488
8 C 1.71938 0.18595 0.08673  -0.517
9 C 3.06257 0.34053 -0.65161  -1.906
10 C 3.70355 -0.90768 -1.33616  1.515
11 C 4.74220 -0.34659 -2.20869  -0.323
12 N 5.54165 0.12048 -2.89309  -0.605
13 P 2.64609 -1.83191 -2.62716  -0.110
14 C 2.40198 -0.44904 -3.81494  -1.366
15 O 1.14760 -1.95414 -1.94534  -0.413
16 C 4.46047 -1.90050 -0.34736  1.421
17 O 5.68552 -2.35916 -0.88408  -0.597
18 C 4.85429 -1.14066 0.86103  -0.539
19 N 5.16045 -0.54469 1.79351  -0.567
20 C 3.67001 -3.14757 0.16219  -0.347
21 F 2.34477 -2.79379 0.37747  -0.409
22 C 3.75478 -4.40546 -0.68014  -0.330
23 C 2.86599 -5.52819 -0.10774  -1.264
24 C -2.00453 2.14479 1.63768  -0.252
25 S -1.69033 3.63596 2.21883  -0.153
26 S -2.72409 0.86419 2.54285  -0.010
27 C -3.54322 1.65958 3.94494  -0.823
28 C -4.61796 2.69867 3.60980  0.020
29 C -4.73290 3.75799 4.70949  -1.405
30 H -3.27204 -0.49025 -2.18389  0.196
31 H -4.96160 -0.93794 -2.14556  0.384
32 H -4.45845 0.65744 -2.76526  0.301
33 H -5.43144 0.45406 -0.29039  0.355
34 H -3.78087 -0.10122 0.08908  0.191
35 H -4.42430 2.44828 -1.41673  0.509
36 H -4.34344 2.47773 0.32102  0.152
37 H -2.15899 1.68131 -1.64478  0.459
38 H -2.26751 3.25413 -0.86289  0.360
39 H -0.12545 2.85185 -0.58125  0.211
40 H 0.34751 2.23251 0.97436  0.791
41 H -0.25878 0.01073 -0.77135  0.317
42 H 0.77656 1.09990 -1.66361  0.234
43 H 1.48709 -0.84248 0.32478  0.135
44 H 1.81072 0.71600 1.03456  0.637
45 H 2.91879 1.07534 -1.44464  0.686
46 H 3.78616 0.80203 0.01589  0.872
47 H 3.22129 -0.50811 -4.52557  0.398
48 H 2.39530 0.53266 -3.34456  0.344
49 H 1.45393 -0.57434 -4.33769  0.511
50 H 0.50978 -1.48096 -2.49449  0.255
51 H 5.50654 -2.88274 -1.67655  0.516
52 H 4.08751 -3.39815 1.14118  0.579
53 H 4.78637 -4.75515 -0.65484  0.430
54 H 3.49762 -4.23839 -1.72270  0.197
55 H 3.46065 -6.37503 0.22729  0.335
56 H 2.27960 -5.18940 0.74425  0.330
57 H 2.15821 -5.87946 -0.85413  0.312
58 H -4.02613 0.82677 4.45810  0.445
59 H -2.78059 2.04510 4.61944  0.460
60 H -4.42250 3.19167 2.66365  0.023
61 H -5.56774 2.17194 3.50698  0.374
62 H -3.74169 4.08314 5.01860  0.328
63 H -5.27137 3.36613 5.57163  0.353
64 H -5.28432 4.61904 4.33519  0.366

---

No. 2
The molecule C20H35N3O5S, computed with ωB97M-V/def2-TZVPD.

- Maximum force: 0.35 eV/A
- SMILES: CC1(C)CCC[C@@H](C(=O)NC[C@@H]2CC[C@]3(CO2)C[C@H](NC(=O)CS(N)(=O)=O)C3)C1
- LUMO level: 0.476 eV
- Frontier orbital gap: 0.3599 Ha

Last column: Mulliken charge in e.
Positions of all 64 atoms, in Å:
1 C 4.19363 -4.43230 2.97550  -2.114
2 C 3.71948 -4.53556 1.52690  2.188
3 C 4.65573 -5.48817 0.77866  -1.846
4 C 2.27567 -5.05934 1.50661  -1.194
5 C 1.63206 -5.01504 0.12336  -0.783
6 C 1.68922 -3.60923 -0.46606  -0.594
7 C 3.13326 -3.09141 -0.50150  0.986
8 C 3.16678 -1.72648 -1.16703  -0.326
9 O 3.43491 -1.59593 -2.34982  -0.704
10 N 2.84836 -0.66332 -0.37659  0.013
11 C 2.55713 0.62650 -0.96613  -1.591
12 C 1.12782 0.71277 -1.46356  0.684
13 C 0.81166 2.04769 -2.11788  -0.690
14 C -0.66864 2.11710 -2.48325  -1.406
15 C -1.52263 1.80977 -1.26507  2.213
16 C -1.07941 0.47884 -0.67400  -1.333
17 O 0.29198 0.49603 -0.32789  -0.423
18 C -1.62781 2.91919 -0.18635  -1.279
19 C -3.12954 2.60299 -0.07427  0.100
20 N -4.07698 3.69507 0.03768  -0.033
21 C -3.79743 4.88244 0.61356  0.636
22 O -2.78428 5.13126 1.23680  -0.610
23 C -4.84883 5.97825 0.42706  -0.868
24 S -6.54086 5.51561 0.69485  1.162
25 N -6.53200 4.88800 2.20805  -0.500
26 O -7.30935 6.72236 0.71111  -0.640
27 O -6.85733 4.44456 -0.21405  -0.688
28 C -3.05785 1.88174 -1.43208  -1.533
29 C 3.74866 -3.13335 0.89806  -1.408
30 H 3.55135 -3.76092 3.55031  0.421
31 H 4.17813 -5.41113 3.46027  0.450
32 H 5.21522 -4.04841 3.02553  0.417
33 H 4.37485 -5.62569 -0.26505  0.375
34 H 5.68024 -5.10956 0.79847  0.394
35 H 4.65276 -6.47154 1.25439  0.433
36 H 2.25479 -6.07809 1.90503  0.443
37 H 1.67872 -4.44417 2.19082  0.356
38 H 2.13879 -5.71098 -0.55130  0.368
39 H 0.59440 -5.34969 0.18778  0.401
40 H 1.26899 -3.59541 -1.47413  0.428
41 H 1.07952 -2.93251 0.14574  0.172
42 H 3.70979 -3.72867 -1.17498  0.199
43 H 2.42805 -0.85284 0.51758  0.316
44 H 2.72588 1.40358 -0.21830  0.423
45 H 3.24285 0.78247 -1.79700  0.379
46 H 0.95632 -0.10021 -2.18545  0.299
47 H 1.06058 2.85044 -1.41591  0.306
48 H 1.43821 2.17684 -3.00308  0.409
49 H -0.92655 3.10203 -2.88069  0.461
50 H -0.88699 1.38498 -3.26977  0.384
51 H -1.62524 0.24687 0.24250  0.440
52 H -1.27199 -0.32631 -1.39991  0.402
53 H -1.02646 2.82090 0.71381  0.311
54 H -1.46251 3.90662 -0.61714  0.368
55 H -3.30392 1.88555 0.73209  0.172
56 H -4.96660 3.60164 -0.43241  0.317
57 H -4.62185 6.78011 1.12480  0.350
58 H -4.82269 6.36932 -0.59192  0.321
59 H -7.03369 5.45711 2.87492  0.262
60 H -6.76988 3.90692 2.23110  0.269
61 H -3.33061 2.55431 -2.24829  0.407
62 H -3.60481 0.94372 -1.53850  0.354
63 H 3.19307 -2.46413 1.56618  0.366
64 H 4.77785 -2.76315 0.86981  0.411

---

No. 3
C20H36BCdN3O4 as an isolated structure at a distorted geometry, computed with ωB97M-V/def2-TZVPD.

- Maximum force: 1.35 eV/A
- LUMO level: 0.520 eV
- Frontier orbital gap: 0.3136 Ha

Last column: Mulliken charge in e.
Positions of all 65 atoms, in Å:
1 Cd -0.10283 0.38400 -0.85297  2.687
2 N 0.90294 0.11990 1.50291  -0.475
3 C 2.31000 -0.22210 1.36811  -0.526
4 C 2.55379 -0.87972 0.02659  -0.659
5 N 2.21880 0.08151 -1.04142  -0.384
6 C 2.44480 -0.39267 -2.41143  -0.657
7 C 1.90708 0.67220 -3.36863  -0.672
8 N 0.47597 0.90231 -3.16707  -0.485
9 H 0.75658 0.90419 2.13278  -0.022
10 H 0.36322 -0.68106 1.84747  0.249
11 H 2.66814 -0.87450 2.19645  0.399
12 H 2.90297 0.69008 1.42465  0.260
13 H 1.92330 -1.78019 -0.08538  0.203
14 H 3.61769 -1.17614 -0.01133  0.381
15 H 2.72121 0.95635 -0.90646  0.018
16 H 1.84361 -1.28221 -2.57038  0.280
17 H 3.47865 -0.61538 -2.61557  0.404
18 H 2.11767 0.35479 -4.40442  0.435
19 H 2.44196 1.59628 -3.20036  0.285
20 H -0.08438 0.48753 -3.90425  0.157
21 H 0.23784 1.85828 -2.98306  0.311
22 C -3.80952 -2.77312 0.31090  -1.979
23 C -3.08240 -2.88283 -1.00962  1.405
24 C -3.98853 -3.32768 -2.17082  -1.638
25 O -2.61443 -1.54446 -1.28519  -0.544
26 B -1.34631 -1.44151 -0.74465  -0.388
27 O -0.87967 -2.70026 -0.33812  -0.401
28 C -1.74346 -3.69082 -0.92368  1.470
29 C -1.83474 -4.98976 -0.08749  -1.683
30 C -1.12138 -3.97979 -2.30991  -1.909
31 H -4.51862 -1.95883 0.21134  0.497
32 H -3.06513 -2.55451 1.08372  0.342
33 H -4.35689 -3.67997 0.52498  0.373
34 H -4.94034 -2.78517 -2.11186  0.445
35 H -4.17835 -4.41685 -2.13205  0.290
36 H -3.52237 -3.03941 -3.12221  0.341
37 H -2.14822 -4.76069 0.94100  0.364
38 H -0.88751 -5.52019 -0.08162  0.460
39 H -2.60544 -5.65055 -0.51929  0.319
40 H -1.11548 -3.10164 -2.93043  0.394
41 H -1.64757 -4.79816 -2.79055  0.355
42 H -0.07650 -4.27353 -2.12278  0.467
43 C 2.08391 2.65317 4.74783  -1.546
44 C 1.43782 2.90188 3.38637  0.693
45 C 0.05929 2.82710 3.24763  -0.862
46 C -0.58723 3.02383 2.02693  1.010
47 C -2.07772 2.86949 1.85677  -1.670
48 C 0.21389 3.32481 0.92201  0.894
49 C 1.60007 3.43537 1.01991  1.214
50 C 2.44763 3.85908 -0.16103  -1.445
51 C 2.20794 3.22074 2.27060  -0.735
52 C -0.41870 3.50456 -0.42393  -0.880
53 O -1.12638 4.47249 -0.63678  -0.682
54 O -0.15702 2.54834 -1.25022  -0.740
55 H 1.46711 3.06929 5.54247  0.368
56 H 3.05797 3.11215 4.74867  0.393
57 H 2.16434 1.56306 4.90365  0.265
58 H -0.56462 2.61300 4.12540  0.328
59 H -2.52267 2.34417 2.72548  0.386
60 H -2.29997 2.25553 0.97653  0.292
61 H -2.50666 3.85653 1.69945  0.358
62 H 2.03992 4.73275 -0.64628  0.443
63 H 2.51217 3.13882 -0.97098  -0.008
64 H 3.46324 4.11483 0.15763  0.438
65 H 3.28949 3.32527 2.36397  0.321

---

Q: The highest LUMO level belongs to which entry?
A: C20H36BCdN3O4